No. 1
A 13-piece molecular cluster, H26O13 overall, computed with ωB97M-V with the def2-TZVPD basis set.

Positions of all 39 atoms, in Å:
1 H 0.16 -1.00 -0.67
2 H 1.42 -1.44 -1.40
3 H 1.94 2.49 -1.51
4 H 1.06 2.76 -0.30
5 H 2.48 -2.23 -2.47
6 H 1.71 -1.98 -3.75
7 H -1.23 1.24 -2.16
8 H -0.73 2.23 -1.11
9 H -4.11 -0.44 -2.00
10 H -4.14 -1.16 -0.66
11 H 1.64 -1.49 2.60
12 H 2.90 -0.98 3.28
13 H -2.65 0.97 2.18
14 H -2.37 -0.29 1.38
15 H -2.42 2.85 1.13
16 H -1.13 3.13 0.37
17 H 0.47 1.40 3.00
18 H -0.27 2.72 3.16
19 H 3.04 -0.25 -0.69
20 H 2.87 1.26 -0.56
21 H 1.34 1.34 -4.22
22 H -0.03 1.91 -3.87
23 H 0.84 -4.64 1.60
24 H 1.83 -4.10 0.58
25 H -2.62 -2.08 3.28
26 H -2.71 -2.41 1.80
27 O 1.09 -1.20 -0.52
28 O 1.01 2.50 -1.23
29 O 1.76 -2.58 -3.00
30 O -0.76 2.08 -2.07
31 O -4.62 -0.51 -1.19
32 O 2.60 -1.62 2.63
33 O -2.20 0.66 1.39
34 O -1.57 3.30 1.21
35 O 0.52 2.25 3.45
36 O 3.27 0.50 -0.13
37 O 0.90 1.97 -3.64
38 O 1.79 -4.53 1.45
39 O -3.09 -2.64 2.66

No. 2
A 13-piece molecular cluster, H26O13 overall, computed with ωB97M-V with the def2-TZVPD basis set.

Positions of all 39 atoms, in Å:
1 H 0.48 0.64 -0.26
2 H -0.65 -0.01 0.52
3 H -4.12 -3.45 2.14
4 H -2.62 -3.60 2.32
5 H -2.86 -3.25 -0.17
6 H -3.98 -2.29 0.17
7 H -0.92 2.23 -1.85
8 H -2.39 1.87 -1.81
9 H -0.22 -4.25 0.45
10 H 0.04 -2.76 0.27
11 H 2.90 3.23 3.26
12 H 3.29 1.87 2.69
13 H 0.38 -1.79 -2.76
14 H 1.24 -2.76 -1.97
15 H 2.49 1.59 -0.87
16 H 2.14 0.47 0.09
17 H 0.21 2.73 0.91
18 H 0.57 3.72 2.00
19 H -3.44 -2.85 -4.13
20 H -3.27 -1.84 -3.01
21 H 5.41 0.15 -0.34
22 H 4.74 0.93 0.77
23 H 1.57 2.90 -0.42
24 H 2.90 3.38 0.14
25 H -2.12 2.35 2.14
26 H -1.68 1.32 1.11
27 O -0.18 -0.06 -0.32
28 O -3.37 -3.98 1.86
29 O -3.03 -2.33 0.05
30 O -1.76 2.42 -2.29
31 O 0.49 -3.59 0.47
32 O 3.05 2.76 2.42
33 O 0.71 -2.70 -2.78
34 O 1.99 0.77 -0.82
35 O 0.65 3.58 1.05
36 O -3.95 -2.29 -3.53
37 O 5.56 0.48 0.55
38 O 2.16 2.81 0.34
39 O -2.45 1.61 1.61

No. 3
A 13-piece molecular cluster, H26O13 overall, computed with ωB97M-V with the def2-TZVPD basis set.

Positions of all 39 atoms, in Å:
1 H -0.47 0.25 0.62
2 H 0.30 -0.03 -0.66
3 H -2.57 -0.35 -0.29
4 H -3.17 0.12 -1.60
5 H 4.54 2.46 0.54
6 H 3.20 2.49 1.25
7 H -0.31 3.06 1.86
8 H -1.06 4.23 2.47
9 H -1.39 1.06 3.12
10 H -1.92 2.25 2.34
11 H 2.37 -1.28 -1.25
12 H 1.52 -1.05 -0.01
13 H 0.22 0.28 -3.04
14 H 1.23 -0.80 -2.65
15 H -2.56 -1.27 -3.75
16 H -2.31 -2.76 -3.87
17 H 1.85 -3.81 -1.63
18 H 1.23 -3.85 -3.02
19 H -0.52 -2.62 1.24
20 H -0.56 -3.87 0.38
21 H -0.41 -1.49 3.46
22 H 0.78 -0.98 2.67
23 H -1.49 0.73 -3.59
24 H -1.18 0.60 -2.11
25 H 0.66 2.95 3.52
26 H 1.48 3.53 4.66
27 O -0.05 -0.47 0.12
28 O -3.01 -0.67 -1.09
29 O 4.02 2.98 1.17
30 O -0.37 4.02 1.83
31 O -1.14 1.70 2.45
32 O 2.43 -1.23 -0.29
33 O 0.38 -0.67 -3.08
34 O -2.96 -2.12 -3.55
35 O 2.05 -4.04 -2.55
36 O -0.03 -3.08 0.55
37 O -0.13 -1.29 2.56
38 O -1.43 1.25 -2.78
39 O 0.80 3.76 4.01

No. 4
H26O17RbS as an isolated structure, computed with ωB97M-V with the def2-TZVPD basis set.

Summary:
Total charge: -1

Positions of all 45 atoms, in Å:
1 Rb -2.43 -2.91 2.29
2 S 0.05 -0.08 0.01
3 O 1.27 -0.77 -0.48
4 O 0.48 1.11 0.76
5 O -0.78 0.28 -1.15
6 O -0.69 -0.98 0.94
7 O -0.85 -0.19 3.56
8 H -0.24 0.50 3.89
9 H -0.64 -0.27 2.62
10 O -1.47 2.87 1.48
11 H -0.75 2.30 1.10
12 H -2.27 2.34 1.41
13 O -3.23 1.39 -1.91
14 H -2.86 2.26 -1.77
15 H -2.58 0.79 -1.50
16 O -0.73 -3.46 -0.27
17 H -0.62 -2.50 -0.13
18 H -1.43 -3.52 -0.93
19 O 3.83 0.27 -0.90
20 H 4.25 -0.57 -1.11
21 H 2.91 0.02 -0.70
22 O 2.42 -3.30 -0.22
23 H 2.55 -3.32 -1.18
24 H 1.96 -2.45 -0.07
25 O 0.25 2.45 3.89
26 H 1.13 2.79 3.73
27 H -0.22 2.57 3.05
28 O 2.02 -0.90 2.74
29 H 1.20 -1.42 2.72
30 H 1.88 -0.17 2.13
31 O -3.06 0.26 1.44
32 H -2.14 0.09 1.22
33 H -3.54 -0.42 0.97
34 O 2.00 -1.56 -2.91
35 H 2.17 -0.73 -3.37
36 H 1.72 -1.28 -2.01
37 O -2.06 -1.91 -2.45
38 H -1.44 -1.17 -2.32
39 H -1.62 -2.50 -3.06
40 O 0.23 1.94 -3.00
41 H 0.33 1.34 -3.74
42 H -0.21 1.41 -2.30
43 O 1.23 3.49 -0.75
44 H 1.18 2.72 -0.16
45 H 0.80 3.20 -1.56

No. 5
A 14-piece molecular cluster, H27O14 overall, computed with ωB97M-V with the def2-TZVPD basis set.

Summary:
Total charge: -1

Positions of all 41 atoms, in Å:
1 O -3.55 -1.97 0.29
2 H 0.11 2.21 0.78
3 O 1.28 -1.29 -2.12
4 H 0.49 2.87 3.28
5 H -0.90 0.76 5.06
6 O 3.30 -1.01 -3.86
7 H 0.52 1.15 5.06
8 H 1.51 1.49 -4.14
9 O 0.69 1.92 -3.83
10 H 1.50 -0.19 1.95
11 H 0.77 1.50 -2.96
12 O 2.25 0.33 2.41
13 H -4.21 -1.37 -0.09
14 H 1.58 -2.19 -1.97
15 O 1.38 2.66 3.60
16 H -1.49 -2.45 -3.76
17 H -2.19 2.95 1.57
18 O -1.98 -1.95 -4.43
19 H -0.03 0.66 1.04
20 H 1.56 1.84 3.05
21 O -0.05 0.39 4.84
22 H 2.39 -1.02 -3.45
23 H 2.22 -3.31 2.96
24 O 0.80 -0.06 -0.04
25 H 1.69 -0.05 0.32
26 H 3.98 -0.99 -3.18
27 O -3.26 2.83 -1.08
28 H -2.42 2.49 -0.69
29 H -3.20 2.47 -1.97
30 O -2.95 3.50 1.78
31 H -1.70 -1.07 -4.04
32 H -2.91 -1.26 0.52
33 O -0.50 1.55 1.11
34 H 0.19 -4.27 -2.71
35 H -3.38 3.51 0.90
36 O 2.62 -2.41 2.70
37 H 2.01 0.36 3.36
38 H 1.78 -1.96 2.60
39 O -0.05 -4.15 -1.78
40 H 1.07 -0.77 -1.26
41 H -0.90 -3.71 -1.84

No. 6
A 14-piece molecular cluster, H28O14 overall, computed with ωB97M-V with the def2-TZVPD basis set.

Positions of all 42 atoms, in Å:
1 H 0.59 -0.36 0.01
2 H 0.91 0.40 1.28
3 H -1.87 1.29 -0.60
4 H -2.40 2.64 -0.23
5 H -0.84 2.54 1.49
6 H -0.95 2.54 2.95
7 H 0.71 -0.39 -4.39
8 H 2.09 -0.34 -3.79
9 H 1.57 -3.42 0.63
10 H 1.71 -2.59 -0.70
11 H -1.66 -2.04 1.19
12 H -0.90 -3.30 0.74
13 H 0.29 -4.08 2.87
14 H 0.12 -2.66 3.56
15 H -3.03 -3.01 -0.12
16 H -4.07 -2.57 1.00
17 H -2.48 -0.75 1.94
18 H -3.65 -0.38 2.75
19 H -1.66 5.07 -2.13
20 H -0.82 3.93 -1.61
21 H 3.86 2.25 1.82
22 H 4.41 3.15 2.91
23 H 2.40 1.12 -0.67
24 H 2.21 1.48 -2.16
25 H 1.91 -1.94 -3.00
26 H 2.78 -3.08 -2.21
27 H -0.99 1.58 -2.40
28 H 0.51 1.40 -2.58
29 O 0.87 0.54 0.36
30 O -2.61 1.71 -0.08
31 O -1.49 2.80 2.19
32 O 1.21 -0.24 -3.50
33 O 1.37 -2.65 0.20
34 O -1.74 -3.06 1.12
35 O 0.66 -3.39 3.44
36 O -3.58 -2.35 0.16
37 O -2.63 -0.28 2.72
38 O -1.75 4.25 -1.61
39 O 3.67 3.04 2.30
40 O 2.63 1.67 -1.34
41 O 2.81 -2.19 -2.57
42 O -0.13 1.68 -1.96

Summary of HOMO-LUMO gap in eV
9.571, 8.677, 10.372, 7.999, 8.537, 9.454
(order as listed above)
Summary of energy above the lowest of the compared OMol25 structures with the same formula, charge and spin in eV
5.869, 7.150, 3.932, 0.000, 3.123, 4.947
(order as listed above)